#w
{"formula": "C5H13N2", "method": "the ωB97M-V functional and the def2-TZVPD basis", "elements": ["C", "C", "C", "C", "N", "C", "N", "H", "H", "H", "H", "H", "H", "H", "H", "H", "H", "H", "H", "H"], "xyz": [[2.50629, -0.62972, -0.58702], [1.05028, -0.16145, -0.99078], [0.49025, 1.01741, -0.16055], [-0.09860, 0.60500, 1.17124], [-2.14741, 0.35270, -0.77888], [-2.37786, -0.46181, 0.19794], [-0.55827, -0.81486, 1.12942], [3.14746, 0.23218, -0.65945], [2.46604, -1.11780, 0.40726], [2.92176, -1.47115, -1.19219], [1.11325, 0.15627, -2.08189], [0.23395, -0.96683, -0.92479], [1.33050, 1.64874, 0.09538], [-0.21932, 1.56827, -0.74085], [-1.06274, 1.16698, 1.18605], [0.48993, 0.88504, 2.01926], [-2.76623, -0.08204, 1.18490], [-2.96327, 0.47824, -1.39205], [-2.49525, -1.50666, 0.10546], [-1.06076, -0.89850, 2.01155]], "lumo_ev": -8.81, "charge": 1, "homo_ev": -14.7, "homo_lumo_gap_ev": 5.84}

#x
{"formula": "C5H13N2", "method": "the ωB97M-V functional and the def2-TZVPD basis", "elements": ["C", "N", "C", "C", "C", "C", "N", "H", "H", "H", "H", "H", "H", "H", "H", "H", "H", "H", "H", "H"], "xyz": [[-3.07320, 1.25258, -0.67099], [-1.67994, 1.20840, -1.14055], [-0.84630, 0.48559, -0.30939], [0.41873, 0.16333, -0.72749], [1.73225, 0.37051, 0.03569], [1.65028, -0.52590, 1.26145], [1.75472, -1.97739, 0.78853], [-3.74380, 1.63442, -1.44715], [-3.13352, 1.85473, 0.23555], [-3.50033, 0.26466, -0.44534], [-1.60439, 0.96116, -2.12305], [-1.20734, 0.31705, 0.69978], [0.50440, 0.04075, -1.79978], [2.59034, 0.16650, -0.60878], [1.72687, 1.41954, 0.34435], [0.69634, -0.45944, 1.78588], [2.43537, -0.27496, 1.99435], [1.19940, -1.98919, -0.07683], [2.72405, -2.28616, 0.73879], [1.35606, -2.62616, 1.46498]], "lumo_ev": -3.42, "charge": 1, "homo_ev": -11.5, "smiles": "CN/C=C/CC[NH3+]", "homo_lumo_gap_ev": 8.08}

#y
{"formula": "C5H13N2", "method": "the ωB97M-V functional and the def2-TZVPD basis", "elements": ["C", "C", "C", "N", "H", "H", "H", "H", "H", "H", "H", "H", "C", "C", "N", "H", "H", "H", "H", "H"], "xyz": [[-1.08535, -3.14522, 0.46379], [-0.01805, -2.19917, -0.00698], [-0.28318, -1.06155, -0.61978], [0.74214, -0.22230, -1.27278], [-2.08456, -2.72866, 0.34544], [-1.01731, -4.06024, -0.12070], [-0.93511, -3.32733, 1.52839], [1.00900, -2.49198, 0.19696], [-1.27146, -0.64992, -0.76285], [1.64851, -0.68513, -1.19253], [0.56319, -0.15612, -2.27223], [0.80676, 0.76556, -0.79147], [-0.74275, 2.47892, 0.27686], [1.51301, 2.47560, 0.80922], [0.66435, 2.23450, -0.10285], [-1.16407, 3.22680, -0.39414], [-0.83415, 2.83420, 1.30377], [-1.34076, 1.57717, 0.17352], [2.55829, 2.20765, 0.66855], [1.27151, 2.92721, 1.76979]], "lumo_ev": -2.96, "charge": 1, "homo_ev": -14.1, "homo_lumo_gap_ev": 11.17}

#z
{"formula": "C5H13N2", "method": "the ωB97M-V functional and the def2-TZVPD basis", "elements": ["C", "C", "C", "C", "N", "C", "N", "H", "H", "H", "H", "H", "H", "H", "H", "H", "H", "H", "H", "H"], "xyz": [[-1.03056, 1.06510, -2.62921], [-1.07256, -0.34373, -2.04175], [-1.28286, -0.43055, -0.49639], [-0.49351, 0.31811, 0.56646], [0.90400, -0.22058, 0.47370], [1.64092, -0.51942, 1.50329], [1.49176, -0.00672, 2.71715], [-1.99186, 1.55513, -2.44276], [-0.18372, 1.64901, -2.26613], [-0.83601, 0.93424, -3.69518], [-1.97270, -0.82498, -2.44638], [-0.26484, -1.01074, -2.34541], [-1.37361, -1.47345, -0.14449], [-2.34023, -0.17908, -0.54309], [-0.57420, 1.38636, 0.34708], [-0.85353, 0.25966, 1.59644], [0.87083, -0.98123, -0.19987], [2.45842, -1.22216, 1.42913], [0.89890, 0.74083, 3.04267], [2.25144, -0.19132, 3.35774]], "lumo_ev": -3.65, "charge": 1, "homo_ev": -14.8, "smiles": "CCCCNC=[NH2+]", "homo_lumo_gap_ev": 11.18}

Which structure is most stable? #z, by 21.9 kcal/mol over the runner-up.

#w
{"formula": "CH3O3S", "method": "the ωB97M-V functional and the def2-TZVPD basis", "elements": ["C", "O", "O", "O", "S", "H", "H", "H"], "xyz": [[0.34650, 0.30784, 1.41634], [2.39228, 0.77264, -0.43502], [1.97712, -1.54902, 0.30477], [-1.63941, -0.23674, 0.03720], [1.38492, -0.25871, 0.03965], [0.52798, 1.31120, 1.26640], [-1.92005, -1.07008, 0.55192], [0.61088, -0.37656, -1.04622]], "lumo_ev": [3.46, 3.12], "charge": -1, "homo_ev": [-4.8, -4.6], "homo_lumo_gap_ev": [8.23, 7.74]}

#x
{"formula": "CH3O3S", "method": "the ωB97M-V functional and the def2-TZVPD basis", "elements": ["C", "O", "O", "O", "S", "H", "H", "H"], "xyz": [[1.84820, 0.01021, 0.04858], [-1.92247, -1.23304, -0.82142], [-1.90922, -0.03674, 1.37102], [-1.97012, 1.29107, -0.74232], [-1.50695, 0.00084, -0.07315], [2.44152, -0.36223, 0.93540], [1.35682, -0.67207, -0.77007], [1.66222, 1.00196, 0.05198]], "lumo_ev": [3.28, 3.59], "charge": -1, "homo_ev": [-3.8, -4.9], "homo_lumo_gap_ev": [7.12, 8.53]}

Which structure is most stable? #x, by 67.2 kcal/mol over the runner-up.

#w
{"formula": "C4H9N2O2", "method": "the ωB97M-V functional and the def2-TZVPD basis", "elements": ["C", "C", "C", "C", "N", "N", "O", "O", "H", "H", "H", "H", "H", "H", "H", "H", "H"], "xyz": [[0.19679, 1.27378, 1.20187], [-0.76457, -0.91635, 0.45689], [-0.35268, 1.19908, -1.12771], [0.13180, -0.89883, -0.71437], [-0.43546, 0.12559, 1.43145], [0.23785, 1.82157, -0.00055], [1.39642, -0.79650, -0.23772], [-0.02722, -1.78491, -1.73034], [0.63333, 1.82714, 1.99981], [-1.79404, -0.90676, 0.34953], [-0.47979, -1.83295, 0.99733], [0.00305, 1.53270, -2.12566], [-1.40621, 0.92304, -0.87595], [-0.46587, -0.12965, 2.47372], [0.70803, 2.67568, -0.19404], [1.71249, -1.72861, -0.02599], [0.70609, -2.38404, -1.87826]], "lumo_ev": -3.71, "charge": 1, "homo_ev": -12.6, "homo_lumo_gap_ev": 8.92}

#x
{"formula": "C4H9N2O2", "method": "the ωB97M-V functional and the def2-TZVPD basis", "elements": ["C", "C", "N", "O", "N", "C", "C", "O", "H", "H", "H", "H", "H", "H", "H", "H", "H"], "xyz": [[-0.60615, 0.11350, 1.58311], [-0.70634, 0.19680, 0.09667], [-1.92661, 0.02703, -0.58188], [-2.74558, -0.70879, -0.10284], [0.05188, 1.27913, -0.67607], [1.30170, 0.48687, -0.85221], [0.63879, -0.84611, -0.70764], [1.26038, -1.77120, 0.12040], [-1.17293, -0.80597, 1.86904], [-1.13830, 0.86293, 2.06185], [0.47662, 0.30332, 1.78682], [0.05143, 2.18936, -0.07812], [-0.44601, 1.30769, -1.48009], [1.91789, 0.59383, 0.11699], [1.96630, 0.67505, -1.61150], [0.17630, -1.17222, -1.62990], [0.90064, -2.73121, 0.08538]], "lumo_ev": [-4.92, -4.92], "charge": 1, "homo_ev": [-13.6, -13.6], "smiles": "C[C@@]1(N=O)[NH2+]C[C@H]1O", "homo_lumo_gap_ev": [8.67, 8.68]}

Which structure is most stable? #w, by 59.6 kcal/mol over the runner-up.

#w
{"formula": "C9H13NO2", "method": "the ωB97M-V functional and the def2-TZVPD basis", "elements": ["C", "C", "C", "C", "C", "O", "C", "C", "H", "H", "H", "H", "H", "H", "H", "H", "C", "C", "N", "O", "H", "H", "H", "H", "H"], "xyz": [[-0.72378, -3.71958, -1.24204], [-0.50950, -2.62641, -0.30109], [-0.47665, -1.29146, -0.69337], [-0.45849, -0.25084, 0.35132], [-0.32009, -0.65903, 1.65072], [0.11209, 0.38512, 2.42019], [-0.34989, -1.97880, 2.05191], [-0.35921, -2.94279, 1.07278], [0.11300, -3.96835, -1.82799], [-1.57837, -3.59711, -1.87884], [-0.78954, -4.69082, -0.68426], [-0.71342, -1.13018, -1.71947], [-0.39931, 0.77172, 0.10667], [-0.25397, 0.26206, 3.24872], [-0.42559, -2.43489, 3.08986], [-0.49174, -3.94794, 1.44690], [1.16562, 2.12906, -2.18043], [0.69878, 2.99915, -1.07436], [-0.04325, 4.12928, -1.31345], [1.01569, 2.72990, 0.08097], [0.50331, 1.30676, -2.46523], [2.09968, 1.60705, -1.86764], [1.46512, 2.70780, -3.10538], [-0.13156, 4.88127, -0.65654], [-0.11777, 4.45181, -2.31465]], "lumo_ev": 0.85, "homo_ev": -8.2, "smiles": "Cc1ccc(O)cc1.CC(N)=O", "homo_lumo_gap_ev": 9.06}

#x
{"formula": "C9H13NO2", "method": "the ωB97M-V functional and the def2-TZVPD basis", "elements": ["C", "C", "C", "C", "C", "O", "C", "C", "H", "H", "H", "H", "H", "H", "H", "H", "C", "C", "N", "O", "H", "H", "H", "H", "H"], "xyz": [[2.34457, -1.15419, -2.39851], [1.02960, -1.20766, -1.64813], [-0.18267, -0.78373, -2.17021], [-1.31902, -0.98674, -1.39996], [-1.24983, -1.57841, -0.15029], [-2.44766, -1.76125, 0.53719], [-0.03111, -1.82408, 0.45614], [1.13143, -1.69114, -0.33172], [2.93859, -2.04374, -2.20327], [2.91677, -0.32295, -1.97388], [2.18280, -1.03831, -3.46913], [-0.24975, -0.46718, -3.20232], [-2.32817, -0.64820, -1.60780], [-2.69611, -0.90197, 0.94734], [0.08555, -2.25409, 1.44082], [2.01386, -2.12611, 0.11528], [-0.62307, 3.39210, 2.19730], [-0.76916, 2.09481, 1.43613], [0.11649, 1.08002, 1.75295], [-1.80055, 1.79084, 0.86973], [-0.81363, 4.26325, 1.57613], [0.30606, 3.43831, 2.76185], [-1.43762, 3.43197, 2.92374], [-0.13228, 0.18770, 1.33831], [1.01490, 1.11075, 2.20232]], "lumo_ev": 0.76, "homo_ev": -8.8, "smiles": "Cc1ccc(O)cc1.CC(N)=O", "homo_lumo_gap_ev": 9.57}

Which structure is most stable? #x, by 18.8 kcal/mol over the runner-up.